Record 1
39
Properties=species:S:1:pos:R:3:forces:R:3:lowdin_charge:R:1 method="wB97M-V/def2-TZVPD" smiles="N[C@@H](Cc1c[nH]cn1)C(=O)O.N[C@@H](CCC(=O)O)C(=O)O" de_lowest_ev=0.877 homo_ev=-8.82 homo_lumo_gap_ev=9.34 max_force_ha_per_bohr=0.03296
C 0.908608 0.444871 -2.781218 0.014 0.165 0.226 -0.31
C 0.941685 -0.555531 -1.638436 0.008 0.159 0.349 -0.42
C 0.469341 1.826995 -2.296761 -0.040 0.068 0.002 -0.14
C 1.498647 2.549562 -1.434745 0.045 -0.064 0.007 -0.10
C 2.731098 2.969694 -2.214576 -0.232 -0.116 -0.327 -0.51
C -0.603102 -0.262124 2.142567 0.145 -0.113 -0.068 -0.32
C 0.863865 0.070507 1.962604 0.100 0.516 0.022 -0.51
C -0.902910 -1.742865 1.883489 0.037 -0.087 -0.037 -0.10
C -2.360204 -2.043232 2.088552 0.070 -0.035 -0.064 -0.30
C -3.129841 -2.998518 1.484873 0.084 0.038 0.006 -0.06
C -4.319069 -1.854989 2.938000 -0.099 0.018 0.061 -0.20
H 0.055939 0.565721 -4.616673 -0.050 -0.057 0.084 0.08
H 0.228840 -0.969363 -4.087702 -0.086 0.123 0.007 0.07
H 1.946627 0.514112 -3.149231 -0.122 -0.046 0.045 0.15
H -0.468136 1.720847 -1.742651 0.120 -0.017 -0.029 0.13
H 0.262993 2.438673 -3.180933 0.016 -0.103 0.055 0.12
H 1.051749 3.458479 -1.006994 0.104 -0.144 -0.045 0.14
H 1.793365 1.918420 -0.587297 -0.034 0.179 -0.089 0.10
H 3.448065 3.573545 -0.549146 0.010 -0.036 -0.104 0.11
H 1.060242 -2.389228 -1.297757 0.017 0.074 -0.177 0.13
H -2.325576 0.649651 1.622350 0.100 0.025 -0.077 0.07
H -0.975571 1.510411 1.232062 -0.029 -0.087 -0.042 0.08
H -0.811694 -0.073560 3.210806 0.038 0.004 -0.140 0.15
H -0.617900 -1.990545 0.854204 -0.053 0.075 0.163 0.11
H -0.291101 -2.354777 2.555260 -0.099 0.071 -0.058 0.12
H -2.908466 -3.735934 0.727846 -0.022 0.115 0.101 0.12
H -5.177177 -1.536151 3.516781 0.147 -0.055 -0.099 0.12
H -5.196629 -3.419746 1.813925 0.143 0.115 0.055 0.15
H 2.583093 -0.531877 2.345534 -0.080 -0.068 0.014 0.13
N -0.027955 -0.029878 -3.797923 0.166 -0.117 -0.206 0.06
N -1.382186 0.580244 1.251728 -0.232 0.157 0.210 0.08
N -3.118922 -1.332174 2.994447 -0.121 -0.162 -0.087 0.10
N -4.381856 -2.872531 2.043338 -0.057 0.018 0.023 0.04
O 0.931122 -0.295837 -0.457596 -0.033 -0.617 -1.578 0.10
O 2.872914 2.831537 -3.402563 0.024 0.075 0.442 0.11
O 3.709459 3.545811 -1.480115 0.005 0.014 0.084 0.11
O 1.032930 -1.822443 -2.087599 -0.001 -0.215 0.158 0.11
O 1.287002 1.087361 1.466061 -0.087 0.038 1.154 0.06
O 1.682706 -0.870749 2.473362 0.085 0.090 -0.042 0.11



Record 2
14
Properties=species:S:1:pos:R:3:forces:R:3:lowdin_charge:R:1 method="wB97M-V/def2-TZVPD" de_lowest_ev=1.734 homo_ev=-9.27 homo_lumo_gap_ev=9.92 max_force_ha_per_bohr=0.11680
C -0.879606 -0.646277 -0.116580 -1.392 2.733 -5.164 -0.46
C 1.074804 0.875015 0.249368 0.822 2.633 -3.003 -0.58
H -1.664434 -0.078293 -1.951450 -0.019 -0.486 0.011 0.03
H -2.594568 -1.488657 -1.511972 4.099 1.821 0.676 0.16
H -1.514329 -2.117529 0.878231 1.569 1.108 0.074 0.10
H -0.451307 1.266351 -1.206269 0.866 -2.096 2.194 0.16
H 2.087371 0.261788 1.964484 -1.857 1.855 -1.319 0.15
H 0.726816 -0.374422 1.505488 -0.712 1.244 1.432 0.06
H 2.747364 1.884279 0.005280 -1.041 -1.256 -0.595 0.06
N -1.522564 -0.978550 -1.489316 -2.864 -0.948 2.343 0.03
N -0.831109 -1.301188 0.936210 -1.531 -2.037 0.504 0.10
N -0.256162 0.665878 -0.318477 0.831 -0.791 -0.252 0.06
N 1.111797 0.616234 1.590796 2.035 -4.172 1.425 0.08
N 1.965927 1.415371 -0.535794 -0.806 0.391 1.675 0.07



Record 3
34
Properties=species:S:1:pos:R:3:forces:R:3:lowdin_charge:R:1 method="wB97M-V/def2-TZVPD" smiles="CCOc1ccccc1NC(=S)NC(=O)c1ccco1" de_lowest_ev=1.470 homo_ev=-8.20 homo_lumo_gap_ev=8.27 max_force_ha_per_bohr=0.01913
C -2.255436 -3.476523 -1.086455 -0.142 0.391 0.088 -0.07
C -3.157702 -2.267542 -0.898506 -0.150 -0.370 -0.059 -0.26
O -2.320497 -1.142148 -0.719134 -0.041 0.386 -0.216 -0.12
C -2.864165 0.040010 -0.352714 0.117 0.162 -0.052 -0.24
C -4.226033 0.323565 -0.339190 0.072 -0.271 -0.044 -0.01
C -4.678852 1.594673 -0.031080 0.040 0.104 0.028 -0.09
C -3.785371 2.609744 0.258408 -0.113 0.068 -0.035 -0.09
C -2.429315 2.339052 0.269956 0.055 -0.230 -0.015 -0.01
C -1.962312 1.063102 -0.005977 -0.441 -0.191 0.112 -0.18
N -0.578295 0.823160 0.022363 0.656 0.253 -0.401 0.10
C 0.030729 -0.183552 0.653827 -0.152 -0.143 0.398 -0.79
S -0.670311 -1.284564 1.656728 -0.093 -0.261 0.451 0.72
N 1.409992 -0.282227 0.488524 0.275 0.093 -0.176 0.09
C 2.247073 0.588081 -0.159789 -0.107 0.174 -0.116 -0.37
O 1.862431 1.602560 -0.716676 0.172 0.027 -0.027 0.09
C 3.658290 0.188739 -0.119552 0.319 -0.821 0.438 -0.19
C 4.311264 -0.888783 0.438877 -0.557 0.648 -0.311 0.00
C 5.676067 -0.717064 0.140346 0.227 0.466 -0.315 -0.05
C 5.756647 0.444845 -0.574456 0.500 -0.754 0.387 -0.10
O 4.554392 0.990181 -0.732555 -0.472 0.444 -0.197 0.08
H 6.593560 0.958921 -1.005103 0.021 0.151 -0.095 0.13
H 6.483034 -1.363618 0.416504 0.206 -0.088 0.024 0.10
H 3.885978 -1.702322 0.991245 -0.156 -0.147 0.109 0.11
H 1.806867 -1.076561 0.972567 -0.163 0.166 -0.043 0.10
H 0.041474 1.506217 -0.420125 -0.115 -0.238 0.031 0.13
H -1.715525 3.113644 0.508157 0.087 0.059 0.062 0.12
H -4.139966 3.603486 0.482774 -0.027 0.089 0.023 0.10
H -5.740455 1.790489 -0.030200 -0.091 0.014 -0.003 0.10
H -4.940700 -0.445566 -0.585349 -0.030 -0.093 -0.030 0.11
H -3.798399 -2.123701 -1.780475 0.019 0.023 0.155 0.13
H -3.792812 -2.405379 -0.014182 0.025 0.081 -0.088 0.13
H -2.856211 -4.371536 -1.219445 -0.060 -0.107 -0.041 0.08
H -1.623288 -3.593519 -0.210497 0.064 -0.050 0.052 0.06
H -1.621391 -3.336531 -1.957920 0.058 -0.033 -0.095 0.08



Record 4
58
Properties=species:S:1:pos:R:3:forces:R:3:lowdin_charge:R:1 method="wB97M-V/def2-TZVPD" smiles="CCOP(=O)(OCC)c1nc(/C=C/c2ccccc2)oc1NCc1ccc(OC)cc1" de_lowest_ev=0.109 homo_ev=-7.41 homo_lumo_gap_ev=7.45 max_force_ha_per_bohr=0.02810
C 5.335761 -0.921877 2.269280 -0.239 0.037 -0.248 -0.07
C 4.136035 -1.330126 1.431036 0.218 -0.351 0.430 -0.27
H 4.327657 -2.279977 0.921520 -0.119 0.119 0.109 0.12
H 3.246228 -1.432795 2.059882 0.049 -0.102 -0.067 0.10
O 3.889789 -0.378482 0.396980 -0.145 0.446 -0.218 -0.19
P 2.770632 0.733248 0.559523 0.163 -0.355 0.771 0.53
O 2.700821 1.574745 -0.640085 -0.298 0.098 -0.252 -0.25
O 3.240442 1.457746 1.919296 0.109 -0.762 -0.843 -0.20
C 2.351814 2.236378 2.703872 -0.494 0.458 0.449 -0.28
C 1.671512 3.334386 1.905227 0.208 -0.208 0.043 -0.08
H 1.025739 2.893627 1.148730 -0.117 0.087 -0.069 0.06
H 1.077151 3.961279 2.565421 -0.067 0.046 0.057 0.08
H 2.418111 3.942511 1.401062 0.016 0.108 -0.057 0.08
H 1.602956 1.576425 3.157090 0.150 0.066 0.010 0.11
H 2.975540 2.663838 3.495475 -0.140 -0.100 -0.083 0.12
C 1.204628 -0.056639 0.908020 0.421 0.873 -1.072 -0.24
C 0.154485 -0.057502 0.005179 0.983 0.182 0.185 -0.28
N 0.126720 0.364629 -1.264700 -0.329 -0.118 -0.063 0.09
H 0.946085 0.899602 -1.532913 0.089 -0.009 0.065 0.11
C -1.113790 0.590780 -1.980323 -0.276 0.020 0.067 -0.13
C -0.826727 1.034504 -3.387407 0.012 0.020 0.097 -0.22
C -0.065920 2.172242 -3.616033 -0.171 -0.207 0.019 -0.03
C 0.215711 2.600589 -4.901070 0.112 0.146 -0.303 -0.01
C -0.272604 1.889455 -5.992296 -0.107 -0.138 0.125 -0.28
C -1.041030 0.746504 -5.766603 0.096 0.154 -0.177 0.00
C -1.308366 0.325923 -4.481405 0.063 0.110 0.025 -0.03
H -1.900594 -0.563865 -4.326089 -0.056 -0.105 0.021 0.11
H -1.412800 0.202660 -6.620366 -0.044 -0.071 -0.105 0.12
O -0.064880 2.218217 -7.295704 -0.165 -0.255 0.115 -0.08
C 0.715086 3.352774 -7.587650 0.124 0.185 -0.042 -0.09
H 0.753682 3.411564 -8.674229 0.028 0.039 0.085 0.09
H 1.731762 3.253750 -7.194472 -0.041 0.011 -0.003 0.10
H 0.259160 4.266482 -7.192727 0.028 -0.038 -0.003 0.10
H 0.814621 3.486947 -5.035875 0.054 0.079 -0.052 0.10
H 0.320306 2.739441 -2.781412 0.062 0.092 0.107 0.12
H -1.715167 1.357094 -1.465118 0.016 -0.148 -0.048 0.13
H -1.687586 -0.341095 -1.979171 -0.022 0.153 -0.063 0.12
O -0.906032 -0.638652 0.590075 -0.134 -0.005 -0.172 0.15
C -0.466720 -0.981496 1.853231 1.324 0.396 0.122 -0.32
N 0.773002 -0.642256 2.060478 -0.924 -0.643 0.717 0.15
C -1.331580 -1.621631 2.785183 -1.088 -0.309 -0.096 0.00
C -2.611697 -1.935442 2.513220 0.858 0.341 -0.161 -0.03
C -3.552468 -2.576415 3.404981 -0.507 -0.315 0.397 -0.23
C -3.230288 -2.959919 4.710729 -0.019 0.061 -0.181 -0.03
C -4.169573 -3.566714 5.519914 0.021 -0.029 0.093 -0.08
C -5.451638 -3.807030 5.050618 -0.073 -0.011 -0.035 -0.09
C -5.787983 -3.434081 3.759398 -0.129 -0.081 0.105 -0.09
C -4.850876 -2.826893 2.947745 0.271 0.086 0.003 -0.04
H -5.119529 -2.538114 1.941249 -0.004 0.035 -0.094 0.11
H -6.785052 -3.618148 3.386236 -0.064 -0.010 -0.030 0.10
H -6.183108 -4.281756 5.687527 -0.053 -0.035 0.047 0.10
H -3.902721 -3.855893 6.526189 0.028 -0.016 0.066 0.10
H -2.237706 -2.781075 5.093773 0.105 0.012 0.062 0.10
H -2.995115 -1.688633 1.531078 -0.009 0.030 -0.088 0.11
H -0.867464 -1.831662 3.735709 0.042 -0.020 0.090 0.11
H 5.531272 -1.678508 3.024840 0.044 -0.078 0.085 0.08
H 5.138362 0.029921 2.753951 0.031 0.042 0.086 0.06
H 6.212012 -0.813764 1.635370 0.113 -0.016 -0.025 0.08



Record 5
17
Properties=species:S:1:pos:R:3:forces:R:3:lowdin_charge:R:1 method="wB97M-V/def2-TZVPD" smiles="CC(=O)N([SiH3])C(C)=O" de_lowest_ev=1.565 homo_ev=-10.33 homo_lumo_gap_ev=10.87 max_force_ha_per_bohr=0.03737
C -0.742593 -0.640048 -2.151176 0.335 0.189 0.639 0.02
C -0.251212 0.360503 -1.134396 -0.157 -0.244 -0.369 -0.56
O 0.477689 1.268782 -1.460306 -0.452 0.129 0.366 0.05
N -0.728009 0.165769 0.202973 1.232 0.469 0.246 -0.12
Si -0.563903 1.671627 1.162524 -0.146 0.187 -0.133 0.66
C -0.063788 -0.993098 0.812955 -1.448 -1.246 0.201 -0.50
C 1.421916 -0.889981 1.027521 -0.358 -0.584 0.072 0.00
O -0.709873 -1.972481 1.126606 0.823 1.269 -0.384 0.11
H -1.348277 -1.410428 -1.701503 -0.179 -0.216 0.049 0.08
H 0.134730 -1.056250 -2.623927 0.139 -0.208 -0.350 0.09
H -1.309325 -0.077218 -2.877240 -0.187 0.043 -0.326 0.09
H -1.620487 2.578997 0.680979 0.022 -0.043 0.003 -0.06
H -0.774268 1.318435 2.579138 -0.084 -0.174 -0.041 -0.06
H 0.743314 2.338133 1.055594 0.082 -0.068 0.033 -0.06
H 1.940333 -0.559027 0.139696 0.115 0.344 -0.178 0.09
H 1.623167 -0.228597 1.860480 0.112 0.381 0.091 0.08
H 1.770586 -1.875120 1.300082 0.153 -0.228 0.082 0.09



Record 6
73
Properties=species:S:1:pos:R:3:forces:R:3:lowdin_charge:R:1 method="wB97M-V/def2-TZVPD" de_lowest_ev=0.000 charge=+2 s_squared=8.78 multiplicity=6 homo_ev="-12.84 / -12.80" homo_lumo_gap_ev="6.03 / 3.34" max_force_ha_per_bohr=0.07583
Ir 0.097195 -0.153845 0.140262 0.019 0.977 1.123 1.18
C 0.466916 -0.427920 -2.961342 0.680 0.499 0.118 -0.24
C 1.517951 0.591374 -2.783164 -0.828 -0.118 -0.953 -0.27
C 1.624378 -0.865797 -0.916749 2.016 -1.518 -2.973 -0.49
C 0.658522 -1.382052 -1.945980 1.342 -0.398 0.291 -0.26
C 2.150482 0.398947 -1.554867 0.299 -1.126 1.058 -0.23
C -0.675132 -0.496146 -3.909813 -0.513 -0.314 -0.418 -0.03
H -1.305827 0.402758 -3.853173 0.416 -0.046 -0.229 0.07
H -1.345941 -1.321552 -3.630892 0.295 0.205 0.025 0.09
H -0.428288 -0.687249 -4.964045 0.266 0.294 0.244 0.12
C 0.254093 -2.812609 -1.987348 -0.795 0.092 0.402 -0.03
H -0.597451 -2.977781 -2.680118 0.563 -0.055 0.582 0.07
H -0.057751 -3.074236 -0.948310 0.162 -0.382 -0.810 0.09
H 1.089594 -3.483698 -2.298716 -0.414 0.548 0.295 0.13
C 2.629375 -1.831212 -0.363526 -0.181 -0.009 0.164 -0.06
H 3.130002 -2.317692 -1.211549 0.033 -0.084 0.247 0.12
H 2.102749 -2.583571 0.238393 0.550 0.090 -0.027 0.07
H 3.383966 -1.308913 0.235384 -0.301 -0.378 0.069 0.05
C 3.236130 1.170015 -0.890332 -0.101 0.645 0.197 0.01
H 3.457209 2.155006 -1.332853 -0.159 -0.509 -0.031 0.10
H 4.187533 0.617207 -0.804647 -0.402 0.008 -0.186 0.12
H 2.908725 1.357299 0.149068 0.239 -0.085 -0.236 0.09
C 1.934155 1.637053 -3.772252 0.525 -0.635 0.287 0.01
H 2.724721 1.127908 -4.377333 -0.477 0.578 0.066 0.14
H 2.408925 2.491156 -3.264540 -0.194 -0.299 -0.262 0.09
H 1.132782 1.977944 -4.426439 0.020 -0.140 -0.012 0.10
C -1.841249 0.156691 0.832742 -2.357 0.052 0.413 -0.40
C -2.517953 1.181143 -0.075740 0.273 -0.036 0.489 -0.40
C -2.801519 2.579895 0.432452 0.078 0.357 1.089 -0.26
C -1.500595 3.226325 1.127271 -1.231 1.076 -0.801 -0.23
C -0.178850 2.543303 1.036739 0.974 -1.236 1.149 -0.30
C 0.245195 1.253435 1.668828 -0.704 2.742 1.202 -0.36
C -0.659119 0.923878 2.890365 0.620 -0.448 0.431 -0.18
C -2.008004 0.525588 2.322438 -0.367 -0.864 0.298 -0.19
H -3.653873 2.546898 1.157871 0.649 0.091 -0.557 0.14
H -1.792441 3.526080 2.133825 0.313 -0.227 0.290 0.13
H -3.105457 3.258090 -0.399208 0.079 -0.719 0.558 0.12
H -2.711574 1.353188 2.492374 0.045 -0.531 -0.314 0.11
H -2.144034 -0.888876 0.616150 -0.468 0.437 -0.055 0.11
H -3.352079 0.764070 -0.662348 0.740 0.226 -0.401 0.13
H -2.434753 -0.366413 2.824458 0.269 0.605 -0.025 0.13
H -0.221249 0.095118 3.474818 -0.089 0.382 -0.259 0.12
H 1.321773 1.350855 1.900847 -0.270 -0.424 -0.101 0.11
H -0.765745 1.793522 3.578758 0.384 -0.524 -0.479 0.14
H -1.341780 4.182549 0.591719 -0.167 -0.330 0.373 0.12
H 0.683739 3.170007 0.800133 -0.405 0.055 -0.206 0.10
P -2.635825 -5.194674 -1.495391 -0.763 -0.687 -0.001 0.77
C -2.922056 -6.429214 -2.842696 0.393 0.220 -0.187 -0.32
H -3.893150 -6.931996 -2.745521 0.244 0.128 0.031 0.05
H -2.115868 -7.174198 -2.824781 -0.228 0.116 -0.029 0.04
H -2.871707 -5.912083 -3.809801 -0.093 -0.206 0.137 0.03
C -2.873260 -6.336434 -0.063323 0.342 0.216 0.137 -0.32
H -3.785996 -6.938279 -0.164787 0.226 0.158 0.012 0.05
H -2.920420 -5.741271 0.858193 -0.055 -0.225 -0.128 0.03
H -1.999104 -6.996118 0.009892 -0.253 0.065 0.032 0.04
C -4.318776 -4.431681 -1.495908 0.202 0.352 0.022 -0.33
H -5.113751 -5.188108 -1.457549 0.191 0.206 -0.012 0.05
H -4.431183 -3.817882 -2.398944 -0.109 -0.156 0.156 0.03
H -4.400128 -3.763723 -0.627734 -0.124 -0.158 -0.155 0.02
P 4.078820 -2.874266 2.771639 0.663 -0.277 0.787 0.78
C 5.685567 -1.967494 2.895026 -0.145 0.137 -0.291 -0.32
H 6.264267 -2.281955 3.774322 -0.138 0.102 -0.237 0.05
H 5.482959 -0.889571 2.949460 0.163 -0.191 0.059 0.03
H 6.266290 -2.158091 1.982417 -0.020 0.066 0.265 0.03
C 3.495272 -2.592818 4.500352 -0.350 0.152 -0.166 -0.33
H 4.253360 -2.876291 5.241883 -0.184 0.077 -0.179 0.05
H 2.578780 -3.173680 4.664767 0.217 0.090 0.087 0.03
H 3.240838 -1.530982 4.618836 0.075 -0.214 0.096 0.03
C 4.747656 -4.582394 3.004323 -0.260 -0.097 -0.374 -0.32
H 5.264630 -4.694868 3.966292 -0.101 0.070 -0.249 0.05
H 5.439840 -4.813972 2.183411 -0.136 0.010 0.232 0.04
H 3.916513 -5.296997 2.948202 0.243 0.059 0.096 0.03
I -0.720151 1.803331 -1.330619 -1.430 1.462 -2.266 1.55